Record 1
Here is a structure of composition C45H44FMnNO6PSTe from the OMol25 dataset. Energies are from ωB97M-V with the def2-TZVPD basis set.

XYZ file:
```
101
Properties=species:S:1:pos:R:3:lowdin_charge:R:1
Mn 0.55 -1.10 -0.62 0.91
O -1.20 -0.83 2.38 -0.33
S -0.54 -2.12 2.32 0.52
O 0.14 -2.61 3.50 -0.31
O 0.43 -2.21 1.10 -0.51
C -1.85 -3.28 2.02 -0.26
C -2.72 -3.41 3.11 -0.05
C -3.73 -4.37 3.02 -0.09
C -3.80 -5.25 1.95 -0.09
C -3.01 -5.03 0.83 -0.09
C -2.10 -3.97 0.84 -0.31
P -1.06 -3.70 -0.60 1.10
C -2.00 -3.91 -2.12 -0.37
C -3.39 -3.91 -2.07 -0.11
C -4.14 -4.24 -3.18 -0.10
C -3.54 -4.31 -4.45 -0.10
C -2.14 -4.22 -4.50 -0.09
C -1.39 -3.89 -3.38 -0.10
C -0.02 -5.15 -0.48 -0.31
C -0.13 -6.15 -1.49 -0.08
C 0.77 -7.23 -1.51 -0.10
C 1.77 -7.37 -0.53 -0.10
C 1.83 -6.42 0.49 -0.09
C 1.00 -5.29 0.50 -0.07
H -2.56 -2.82 4.03 0.12
H -4.51 -4.46 3.76 0.10
H -4.51 -6.09 2.08 0.11
H -3.04 -5.71 -0.02 0.11
H -3.93 -3.69 -1.15 0.10
H -5.18 -4.50 -3.04 0.10
H -4.13 -4.48 -5.33 0.08
H -1.63 -4.40 -5.43 0.09
H -0.34 -3.61 -3.49 0.10
H -0.90 -6.14 -2.21 0.08
H 0.62 -8.02 -2.23 0.09
H 2.39 -8.27 -0.56 0.09
H 2.52 -6.51 1.32 0.09
H 1.09 -4.59 1.33 0.10
C 1.14 6.20 5.80 -0.07
C 0.96 5.29 4.61 -0.27
C 0.56 5.83 3.36 -0.02
C 0.21 5.01 2.29 -0.31
C -0.15 5.58 0.93 -0.10
C 0.33 3.62 2.44 -0.30
Te -0.03 2.31 0.58 1.66
N -0.47 0.72 -0.67 -0.38
C -1.68 0.52 -1.25 -0.59
O -1.91 -0.64 -1.67 -0.03
C -2.73 1.60 -1.55 -0.15
C -3.33 2.40 -0.59 -0.08
C -4.36 3.29 -0.94 -0.09
C -4.80 3.38 -2.27 -0.10
C -4.25 2.51 -3.22 -0.11
C -3.30 1.59 -2.85 -0.03
C 1.84 2.67 -0.50 -0.31
C 3.10 2.57 0.12 -0.26
C 3.19 2.17 1.63 -0.04
C 4.21 2.86 -0.66 -0.03
C 4.14 3.42 -1.95 -0.27
C 5.37 3.89 -2.69 -0.06
C 2.88 3.61 -2.47 -0.03
C 1.73 3.20 -1.79 -0.30
C 0.38 3.33 -2.48 -0.08
C 0.69 3.04 3.66 -0.32
C 0.68 1.55 3.95 -0.08
C 1.09 3.91 4.70 -0.03
H 1.54 7.15 5.49 0.06
H 1.82 5.76 6.54 0.08
H 0.18 6.39 6.28 0.08
H 0.46 6.91 3.21 0.11
H -0.21 6.69 0.99 0.08
H -1.15 5.16 0.66 0.07
H 0.58 5.32 0.15 0.06
H -3.06 2.30 0.48 0.10
H -4.82 3.90 -0.19 0.09
H -5.49 4.19 -2.58 0.10
H -4.63 2.55 -4.25 0.10
H -3.00 0.83 -3.56 0.11
H 2.42 1.45 1.92 0.04
H 3.03 3.07 2.25 0.08
H 4.16 1.71 1.83 0.07
H 5.17 2.69 -0.20 0.10
H 6.27 3.48 -2.24 0.07
H 5.44 4.98 -2.75 0.08
H 5.28 3.55 -3.74 0.08
H 2.74 4.15 -3.41 0.12
H 0.47 3.74 -3.51 0.08
H -0.28 4.01 -1.92 0.06
H -0.13 2.34 -2.57 0.07
H 1.60 1.25 4.46 0.08
H 0.58 0.97 3.03 0.00
H -0.19 1.27 4.58 0.10
H 1.44 3.40 5.61 0.12
C 4.62 -0.92 -1.16 -0.04
O 3.35 -0.80 -0.50 -0.09
C 2.53 -1.87 -0.64 -0.39
O 2.90 -3.02 -0.75 0.08
H 4.62 -0.24 -2.00 0.08
H 4.78 -1.93 -1.51 0.08
H 5.36 -0.61 -0.44 0.08
F 0.56 -1.99 -2.30 -0.47
```

Properties
Highest occupied orbital energy (spin up / spin down) in eV: -4.5 / -4.6
Charge: -1
Energy above the lowest of the compared OMol25 structures with the same formula, charge and spin in kcal per mole: 10.6
Kohn-Sham gap (spin up / spin down) in eV: 6.12 / 6.04
Expectation value of S²: 9.17
2S+1: 6

Record 2
Here is a structure of composition C6H70Cs2F6O29P from the OMol25 dataset. Energies are from ωB97M-V with the def2-TZVPD basis set.

XYZ file:
```
114
Properties=species:S:1:pos:R:3:lowdin_charge:R:1
Cs -1.50 2.05 4.24 1.08
Cs 0.49 0.60 -3.59 1.05
P 0.09 0.14 0.57 0.36
F 0.33 1.72 0.26 -0.18
F -1.22 0.67 1.52 -0.27
F -0.93 0.17 -0.75 -0.23
F -0.06 -1.47 0.84 -0.15
F 1.40 -0.26 -0.42 -0.22
F 1.10 0.16 1.83 -0.15
C -2.19 -3.00 -1.30 -0.07
C -3.55 -3.67 -1.54 -0.22
O -4.38 -2.52 -1.74 -0.14
H -1.38 -3.69 -1.54 0.08
H -2.09 -2.81 -0.23 0.05
H -2.06 -2.05 -1.81 0.06
H -3.77 -4.20 -0.61 0.12
H -3.69 -4.22 -2.47 0.12
H -4.17 -2.28 -2.65 0.00
C 1.98 -2.49 3.46 -0.04
C 0.97 -1.57 4.26 -0.33
O 0.41 -2.32 5.25 -0.04
H 2.03 -2.16 2.42 0.04
H 1.78 -3.56 3.47 0.08
H 2.95 -2.29 3.91 0.08
H 0.18 -1.08 3.70 0.08
H 1.49 -0.66 4.57 0.07
H 0.80 -3.20 5.30 0.09
C -5.62 -2.02 -4.61 -0.04
C -4.34 -1.21 -4.28 -0.29
O -3.25 -2.15 -4.24 -0.10
H -6.39 -1.25 -4.69 0.08
H -5.84 -2.72 -3.81 0.08
H -5.62 -2.44 -5.62 0.08
H -4.42 -0.46 -3.50 0.12
H -4.05 -0.49 -5.05 0.10
H -2.91 -2.27 -5.13 0.10
O 1.19 6.35 0.08 -0.02
H 0.74 5.95 0.82 0.01
H 2.12 6.32 0.32 0.01
O 4.27 -2.15 -4.50 -0.04
H 3.48 -1.84 -4.07 -0.02
H 3.98 -2.90 -5.02 0.04
O 2.69 4.47 3.46 -0.03
H 2.03 4.36 2.78 0.01
H 3.32 5.09 3.09 0.04
O 3.48 3.64 0.54 -0.02
H 4.27 3.46 1.05 0.06
H 3.38 4.59 0.57 0.00
O 1.84 -3.56 -0.32 -0.04
H 2.33 -3.60 0.51 0.02
H 1.53 -2.66 -0.36 0.02
O 3.36 1.01 4.71 -0.03
H 3.33 1.90 4.36 0.04
H 2.72 0.53 4.19 0.01
O -0.29 -6.61 0.67 -0.03
H -0.63 -5.74 0.86 -0.01
H -0.82 -6.93 -0.06 0.05
O 2.31 -6.26 -0.63 -0.06
H 2.43 -5.31 -0.66 -0.03
H 1.60 -6.40 0.00 -0.02
O -4.07 0.50 4.23 -0.16
H -3.80 -0.34 4.60 0.04
H -4.95 0.65 4.58 0.05
O -5.80 -0.97 -0.01 -0.06
H -5.37 -1.32 -0.80 -0.02
H -5.39 -0.11 0.12 0.02
O -0.66 3.98 1.09 -0.07
H -0.10 3.37 0.61 0.02
H -1.12 4.48 0.42 -0.01
O 3.74 5.42 -1.78 -0.02
H 3.84 5.81 -0.92 0.01
H 2.85 5.07 -1.79 0.00
O -2.26 1.73 -5.28 -0.09
H -2.18 1.97 -6.20 0.05
H -3.01 2.23 -4.96 0.04
O 4.16 -0.97 6.48 -0.06
H 4.99 -0.61 6.80 0.03
H 3.75 -0.25 6.01 -0.03
O -5.57 4.20 1.48 -0.04
H -5.66 4.31 0.53 0.02
H -4.62 4.18 1.63 -0.03
O -2.50 5.08 -0.46 -0.01
H -3.35 4.64 -0.55 0.06
H -2.71 6.01 -0.39 0.08
O 6.52 0.89 -0.43 -0.06
H 6.69 1.61 0.17 0.02
H 5.57 0.85 -0.49 -0.05
O -0.94 -3.89 1.74 -0.03
H -0.29 -3.87 2.44 0.04
H -0.44 -3.74 0.94 0.00
O 0.01 3.45 -2.40 -0.12
H -0.49 3.03 -1.70 0.02
H -0.56 4.15 -2.72 0.05
O 1.34 5.75 -3.39 -0.03
H 1.12 5.02 -2.82 -0.02
H 1.07 5.48 -4.26 0.04
O 1.57 -2.68 -3.41 -0.08
H 1.58 -3.47 -2.86 0.04
H 1.71 -3.01 -4.30 0.04
O -3.98 -3.88 2.57 -0.05
H -4.15 -3.01 2.20 0.02
H -3.19 -4.18 2.13 -0.01
O 4.43 -3.43 1.35 -0.03
H 4.83 -2.68 0.90 0.04
H 4.97 -3.55 2.14 0.05
O 3.73 0.56 -3.08 -0.10
H 4.36 0.09 -3.62 0.03
H 4.10 0.54 -2.20 0.01
O 3.96 0.79 -0.01 -0.03
H 3.42 1.58 -0.08 0.03
H 3.38 0.14 0.38 0.05
O -2.94 4.44 2.44 -0.10
H -2.55 5.31 2.55 0.07
H -2.28 3.94 1.96 -0.04
```

Properties
Highest occupied orbital energy in eV: -11.8
Charge: +1
Kohn-Sham gap in eV: 8.68
2S+1: 1

Record 3
Here is the ion C27H37N2O3 with charge +1 from the OMol25 dataset. Energies are from ωB97M-V with the def2-TZVPD basis set.

XYZ file:
```
69
Properties=species:S:1:pos:R:3:nbo_charge:R:1
C -7.64 -2.70 1.85 -0.60
C -7.55 -2.00 0.49 -0.39
C -7.35 -0.49 0.64 -0.40
C -7.24 0.20 -0.71 -0.39
C -7.22 1.73 -0.62 -0.39
C -6.03 2.31 0.15 -0.39
C -4.69 2.03 -0.52 -0.39
C -3.54 2.74 0.20 -0.39
C -2.20 2.49 -0.48 -0.42
C -1.08 3.21 0.25 -0.07
O 0.17 3.12 -0.47 -0.48
C 0.91 2.06 -0.29 0.80
O 0.70 1.13 0.44 -0.61
C 2.18 2.12 -1.18 -0.32
N 3.13 1.14 -0.72 -0.32
C 3.08 -0.18 -0.94 0.49
C 2.06 -0.80 -1.87 -0.13
O 2.03 -2.19 -1.87 -0.51
C 1.34 -2.85 -0.85 0.35
C 0.86 -2.23 0.29 -0.35
C 0.19 -3.00 1.24 -0.17
C 0.02 -4.36 1.06 -0.22
C 0.52 -4.97 -0.09 -0.18
C 1.17 -4.22 -1.04 -0.28
N 4.07 -0.79 -0.29 -0.29
C 4.41 -2.19 -0.30 -0.42
C 4.76 0.16 0.43 0.10
C 5.85 0.06 1.28 -0.20
C 6.31 1.23 1.85 -0.18
C 5.71 2.46 1.58 -0.18
C 4.63 2.57 0.73 -0.23
C 4.16 1.40 0.16 0.18
H -6.72 -2.54 2.42 0.20
H -8.47 -2.30 2.42 0.20
H -7.78 -3.76 1.72 0.21
H -8.46 -2.19 -0.07 0.20
H -6.72 -2.42 -0.08 0.19
H -8.19 -0.07 1.20 0.20
H -6.44 -0.31 1.22 0.19
H -8.11 -0.08 -1.32 0.21
H -6.36 -0.15 -1.24 0.19
H -8.14 2.06 -0.13 0.20
H -7.22 2.14 -1.63 0.20
H -6.17 3.40 0.21 0.20
H -6.02 1.93 1.17 0.20
H -4.72 2.35 -1.56 0.20
H -4.49 0.95 -0.51 0.20
H -3.50 2.40 1.24 0.20
H -3.74 3.82 0.21 0.20
H -2.24 2.84 -1.51 0.21
H -1.99 1.42 -0.49 0.21
H -1.28 4.28 0.31 0.21
H -0.94 2.80 1.25 0.20
H 2.62 3.12 -1.11 0.26
H 1.89 1.94 -2.21 0.25
H 1.07 -0.38 -1.64 0.23
H 2.33 -0.52 -2.90 0.24
H 0.97 -1.18 0.47 0.24
H -0.19 -2.52 2.13 0.22
H -0.50 -4.95 1.80 0.23
H 0.39 -6.03 -0.24 0.23
H 1.56 -4.66 -1.95 0.23
H 3.87 -2.73 0.48 0.24
H 4.17 -2.64 -1.26 0.25
H 5.48 -2.29 -0.12 0.23
H 6.32 -0.89 1.51 0.24
H 7.15 1.19 2.52 0.24
H 6.11 3.35 2.05 0.24
H 4.17 3.53 0.54 0.23
```

Properties
Highest occupied orbital energy in eV: -11.6
Charge: +1
Energy above the lowest of the compared OMol25 structures with the same formula, charge and spin in kcal per mole: 5.3
Kohn-Sham gap in eV: 8.69
SMILES: CCCCCCCCCCOC(=O)Cn1c(COc2ccccc2)[n+](C)c2ccccc21
2S+1: 1

Record 4
Here is a cluster of 2 separate species, H4O2 in total from the OMol25 dataset. Energies are from ωB97M-V with the def2-TZVPD basis set.

XYZ file:
```
6
Properties=species:S:1:pos:R:3:nbo_charge:R:1
O 1.03 -0.79 0.41 -0.97
H 0.31 -1.42 0.17 0.49
H 1.90 -1.26 0.36 0.48
O -1.16 0.93 -0.37 -0.96
H -0.71 0.73 -1.18 0.47
H -0.47 0.89 0.35 0.49
```

Properties
Highest occupied orbital energy in eV: -11.2
Energy above the lowest of the compared OMol25 structures with the same formula, charge and spin in kcal per mole: 3.5
Kohn-Sham gap in eV: 11.88
SMILES: O.O
2S+1: 1

Record 5
Here is a cluster of 2 separate species, C5H17N4 in total from the OMol25 dataset. Energies are from ωB97M-V with the def2-TZVPD basis set.

XYZ file:
```
26
Properties=species:S:1:pos:R:3:nbo_charge:R:1
C -0.11 2.91 0.15 -0.66
C -2.86 -1.10 0.20 -0.60
C -0.51 1.57 -0.48 -0.27
C -0.87 0.49 0.23 -0.18
C -1.39 -0.92 -0.22 -0.08
N 1.94 0.22 -0.86 -0.59
N 2.89 -1.02 1.02 -0.64
N 1.81 -0.46 0.47 -0.36
N -0.35 -1.87 0.33 -0.85
H -0.94 3.58 0.34 0.25
H 0.38 2.68 1.00 0.22
H 0.39 3.57 -0.47 0.23
H -2.84 -0.96 1.32 0.22
H -3.16 -1.97 -0.25 0.22
H -3.31 -0.22 -0.31 0.23
H 1.51 1.19 -0.79 0.46
H -0.64 1.44 -1.52 0.19
H -0.85 0.80 1.33 0.21
H -1.48 -0.87 -1.35 0.20
H 1.32 -0.34 -1.53 0.43
H 2.90 0.39 -1.17 0.43
H 3.49 -0.56 1.66 0.37
H 3.44 -1.61 0.43 0.34
H 0.98 -1.10 0.62 0.43
H -0.27 -2.70 -0.27 0.39
H -0.69 -2.15 1.25 0.39
```

Properties
Highest occupied orbital energy in eV: -13.0
Charge: +1
Energy above the lowest of the compared OMol25 structures with the same formula, charge and spin in kcal per mole: 63.4
Kohn-Sham gap in eV: 9.87
2S+1: 1

Which E belongs to each record? In order, -122608.599, -93427.386, -37717.553, -4159.785, -11410.588 eV.